{"formula": "C46H90NO18PS6", "method": "ωB97M-V/def2-TZVPD", "species": ["C", "C", "C", "C", "C", "C", "C", "C", "C", "C", "C", "C", "C", "C", "C", "C", "C", "C", "C", "C", "C", "C", "C", "O", "C", "P", "S", "C", "C", "C", "C", "O", "C", "C", "N", "C", "O", "H", "H", "H", "H", "H", "H", "H", "H", "H", "H", "H", "H", "H", "H", "H", "H", "H", "H", "H", "H", "H", "H", "H", "H", "H", "H", "H", "H", "H", "H", "H", "H", "H", "H", "H", "H", "H", "H", "H", "H", "H", "H", "H", "H", "H", "H", "H", "H", "H", "H", "C", "C", "O", "S", "C", "O", "O", "H", "H", "H", "H", "H", "H", "H", "H", "C", "C", "O", "S", "C", "O", "O", "H", "H", "H", "H", "H", "H", "H", "H", "C", "C", "O", "S", "C", "O", "O", "H", "H", "H", "H", "H", "H", "H", "H", "C", "C", "O", "S", "C", "O", "O", "H", "H", "H", "H", "H", "H", "H", "H", "C", "C", "O", "S", "C", "O", "O", "H", "H", "H", "H", "H", "H", "H", "H"], "positions_angstrom": [[9.802, -3.024, -0.312], [9.843, -1.553, -1.061], [9.084, -0.370, -0.206], [9.098, 0.985, -1.164], [7.929, 2.054, -0.633], [6.524, 1.605, -1.358], [5.282, 2.659, -1.161], [5.426, 3.648, 0.146], [4.083, 4.526, 0.491], [3.196, 4.956, -0.825], [2.327, 6.299, -0.455], [0.834, 6.350, -1.201], [-0.396, 5.925, -0.195], [-1.621, 5.104, -0.923], [-3.104, 5.860, -0.763], [-4.184, 5.239, -1.831], [-5.409, 4.378, -1.149], [-4.934, 2.855, -0.775], [-6.030, 1.682, -1.114], [-6.847, 0.850, 0.086], [-6.641, 1.188, 1.711], [-7.951, 2.110, 2.149], [-7.732, 2.952, 3.543], [-6.341, 3.382, 3.789], [-7.924, -0.374, -0.236], [-8.840, -1.388, 1.135], [-10.668, -0.746, 1.309], [-8.242, -0.812, -1.788], [-7.483, 0.017, -2.982], [-6.383, 1.243, -2.688], [-5.695, 1.915, -4.016], [-5.142, 3.127, -4.105], [-5.727, 1.018, -5.425], [-6.731, -0.076, -5.683], [-6.752, -0.921, -6.969], [-7.855, -0.455, -4.543], [-8.997, -1.135, -4.770], [9.353, -2.939, 0.766], [9.135, -3.725, -0.979], [10.885, -3.513, -0.284], [10.967, -1.261, -1.254], [9.322, -1.596, -2.132], [7.968, -0.718, -0.003], [9.611, -0.099, 0.805], [8.760, 0.677, -2.252], [10.156, 1.475, -1.264], [8.237, 3.175, -0.855], [7.891, 1.923, 0.532], [6.716, 1.514, -2.532], [6.257, 0.529, -0.940], [4.305, 2.001, -0.996], [5.162, 3.305, -2.131], [6.360, 4.369, 0.004], [5.716, 2.946, 1.061], [3.357, 3.971, 1.241], [4.446, 5.516, 1.039], [2.408, 4.106, -1.104], [3.882, 5.080, -1.783], [2.232, 6.325, 0.731], [2.979, 7.260, -0.728], [0.713, 7.478, -1.568], [0.916, 5.705, -2.176], [0.056, 5.230, 0.650], [-0.781, 6.909, 0.310], [-1.316, 4.957, -2.043], [-1.693, 4.033, -0.439], [-2.884, 6.999, -1.043], [-3.454, 5.862, 0.354], [-3.575, 4.467, -2.504], [-4.704, 6.075, -2.504], [-5.885, 4.954, -0.219], [-6.302, 4.276, -1.929], [-4.634, 2.869, 0.377], [-3.934, 2.547, -1.351], [-6.629, 0.149, 2.286], [-5.610, 1.695, 1.935], [-8.154, 2.860, 1.243], [-8.939, 1.443, 2.207], [-8.207, 2.364, 4.454], [-8.367, 3.957, 3.441], [-6.249, 3.429, 4.787], [-8.918, -2.768, 0.634], [-8.150, -1.409, 2.399], [-8.984, -1.691, -2.027], [-4.916, 1.253, -6.267], [-6.318, -0.301, -7.690], [-6.181, -1.799, -6.821], [-12.248, -3.790, -1.781], [-12.994, -3.398, -0.519], [-14.241, -4.072, -0.425], [-14.255, -5.623, 0.075], [-16.000, -5.739, 0.382], [-13.558, -5.716, 1.340], [-13.930, -6.476, -1.047], [-11.925, -4.834, -1.737], [-11.360, -3.166, -1.914], [-12.891, -3.687, -2.661], [-12.385, -3.576, 0.373], [-13.212, -2.325, -0.552], [-16.264, -5.049, 1.186], [-16.223, -6.765, 0.681], [-16.538, -5.492, -0.535], [-0.756, -2.422, 4.432], [-2.235, -2.614, 4.712], [-2.881, -1.373, 4.956], [-3.267, -0.429, 3.686], [-4.358, 0.672, 4.552], [-4.048, -1.203, 2.743], [-2.093, 0.314, 3.284], [-0.601, -1.907, 3.479], [-0.244, -3.387, 4.383], [-0.290, -1.809, 5.210], [-2.725, -3.156, 3.896], [-2.352, -3.219, 5.617], [-5.218, 0.105, 4.915], [-4.686, 1.444, 3.853], [-3.815, 1.128, 5.382], [0.279, -1.645, -0.984], [1.357, -2.678, -1.255], [2.029, -2.415, -2.478], [3.168, -1.250, -2.510], [3.883, -1.684, -4.076], [4.141, -1.515, -1.471], [2.516, 0.034, -2.644], [0.718, -0.664, -0.781], [-0.322, -1.933, -0.116], [-0.379, -1.532, -1.851], [2.067, -2.737, -0.424], [0.890, -3.664, -1.353], [4.322, -2.680, -4.001], [4.658, -0.950, -4.309], [3.104, -1.658, -4.840], [13.628, -8.351, -3.439], [13.235, -8.038, -2.007], [13.860, -6.848, -1.548], [13.241, -5.413, -2.007], [14.121, -4.408, -0.837], [11.833, -5.379, -1.675], [13.726, -5.101, -3.334], [13.214, -7.610, -4.130], [13.255, -9.336, -3.735], [14.716, -8.331, -3.557], [12.148, -7.975, -1.899], [13.578, -8.850, -1.357], [13.807, -4.683, 0.172], [13.874, -3.363, -1.035], [15.193, -4.569, -0.968], [4.068, 2.557, 6.841], [4.929, 2.771, 5.610], [5.509, 1.553, 5.166], [4.588, 0.514, 4.313], [5.908, -0.516, 3.721], [4.009, 1.213, 3.186], [3.783, -0.258, 5.235], [3.177, 1.970, 6.599], [3.741, 3.515, 7.255], [4.619, 2.006, 7.610], [4.359, 3.248, 4.806], [5.755, 3.444, 5.864], [6.557, 0.078, 3.075], [5.467, -1.339, 3.156], [6.462, -0.907, 4.577]], "atomic_forces_ev_per_a": [[0.1, 0.0, -0.9], [0.1, 0.1, 0.3], [0.4, 0.3, -1.3], [-1.3, 0.0, 0.0], [0.8, -0.6, -0.4], [0.3, 0.3, 0.0], [-0.5, -0.3, 0.5], [0.6, -0.6, 0.2], [0.1, 0.2, -0.1], [-0.5, -0.3, 0.1], [0.4, 0.1, 0.1], [1.0, 1.0, 0.1], [0.5, -0.4, 0.1], [-0.1, 0.1, 0.6], [1.2, 0.7, -0.9], [-0.3, -0.6, 0.2], [-0.7, 0.0, -0.8], [0.4, -0.5, 0.5], [-2.6, -2.5, -0.8], [-0.4, -1.2, -2.1], [-0.7, -0.6, -0.9], [0.3, 0.3, -0.6], [-1.8, 0.7, -0.2], [-1.3, -1.0, 1.4], [2.7, 1.7, -3.5], [-0.5, 0.4, -1.6], [0.0, 0.1, 0.2], [2.9, 3.4, 0.9], [0.2, 0.1, 2.3], [-1.4, -1.6, 2.2], [1.3, 3.6, -1.3], [-3.1, -7.2, 1.0], [-2.6, -2.7, 0.1], [2.2, 1.6, 0.8], [0.9, 1.9, 2.3], [-3.6, -2.1, 0.2], [7.4, 4.2, 1.2], [0.9, -0.2, -2.1], [1.3, 1.2, 1.6], [-2.5, 1.1, 0.1], [-2.2, -0.4, 0.4], [1.1, 0.0, 2.4], [2.3, 0.8, -0.4], [-1.0, -0.8, -1.9], [0.8, 0.5, 2.1], [-1.9, -1.0, 0.5], [-0.7, -2.3, 0.3], [-0.2, 0.4, -2.2], [-0.3, 0.1, 2.6], [0.4, 2.3, -1.0], [1.9, 1.6, -0.6], [0.2, -1.3, 1.9], [-2.1, -1.4, 0.2], [-0.8, 1.6, -1.8], [1.6, 1.0, -1.5], [-0.8, -2.0, -1.1], [1.8, 1.6, 0.7], [-1.5, 0.0, 2.1], [-0.1, 0.0, -2.5], [-1.5, -2.0, 0.5], [0.0, -2.5, 0.8], [-0.4, 1.0, 1.9], [-0.9, 1.5, -1.7], [0.6, -1.9, -0.9], [-0.9, 0.4, 2.0], [0.1, 2.0, -1.0], [-0.6, -2.4, 0.6], [0.6, -0.2, -2.1], [-1.5, 1.9, 1.2], [1.4, -1.8, 1.5], [1.2, -1.4, -1.8], [2.0, 0.3, 1.5], [-0.8, -0.5, -2.5], [-2.3, 0.8, 1.1], [0.0, 2.2, -1.2], [-2.2, -0.8, -0.7], [0.6, -1.5, 2.1], [2.2, 1.4, 0.0], [1.3, 1.0, -1.8], [1.2, -2.2, 0.2], [-0.1, 0.0, -1.9], [0.8, 1.1, 0.5], [0.2, -0.1, -1.0], [1.7, 2.0, 0.4], [-2.0, -0.3, 2.2], [-0.3, -1.1, 0.7], [-0.8, 1.5, -0.2], [0.1, -0.4, -0.1], [1.1, 0.6, -0.3], [-0.8, -1.2, 0.5], [-0.1, 0.5, -0.2], [-0.1, 0.2, 0.0], [-0.2, -0.1, -1.1], [0.0, 0.5, 1.0], [0.0, 0.1, 0.0], [-0.1, 0.0, 0.0], [0.1, 0.1, 0.1], [-0.2, 0.0, 0.0], [-0.2, -0.3, 0.1], [0.1, -0.1, -0.1], [0.2, 0.1, -0.1], [0.1, 0.0, 0.1], [0.2, 0.2, -0.2], [0.8, -0.9, -0.2], [-0.8, 1.1, -0.6], [0.2, 0.0, 0.6], [0.1, -0.1, 0.1], [0.8, 0.4, 0.4], [-1.0, -0.8, 0.0], [0.0, -0.1, 0.1], [-0.1, 0.1, 0.1], [-0.1, -0.2, -0.1], [-0.1, 0.2, 0.0], [-0.2, 0.3, -0.1], [0.1, 0.0, -0.1], [0.1, -0.1, 0.0], [0.0, -0.1, -0.1], [0.0, 0.4, 0.0], [-0.7, -0.1, 1.0], [1.1, 0.6, -0.7], [-0.3, -0.2, -0.2], [-0.1, -0.2, 0.0], [-0.9, 0.4, -0.5], [0.7, -0.9, 0.4], [-0.1, -0.1, 0.0], [0.1, 0.0, -0.1], [0.1, -0.1, 0.1], [0.1, 0.1, -0.2], [0.3, 0.1, -0.3], [-0.1, 0.2, 0.0], [-0.1, 0.0, 0.2], [0.1, 0.0, 0.2], [0.0, 0.2, -0.3], [-0.4, -1.0, -0.6], [-0.1, 1.4, 0.2], [0.3, -0.3, 0.1], [0.1, -0.1, 0.1], [1.0, -0.2, -0.6], [-0.7, -0.3, 0.9], [0.0, -0.1, 0.1], [0.0, 0.1, 0.1], [-0.1, -0.1, 0.1], [0.1, 0.2, 0.0], [0.1, 0.4, 0.1], [0.0, 0.0, -0.2], [-0.1, -0.2, -0.1], [-0.2, 0.0, 0.0], [-0.3, -0.2, 0.1], [-0.5, 0.9, 0.5], [-0.1, -1.1, -0.8], [0.3, 0.2, 0.1], [0.2, 0.1, 0.1], [0.1, -0.5, 1.1], [0.3, 0.7, -0.8], [0.1, 0.1, 0.0], [0.1, -0.1, -0.1], [0.0, 0.1, -0.1], [0.1, -0.2, 0.0], [0.1, -0.3, -0.2], [-0.1, 0.0, 0.1], [-0.1, 0.2, 0.1], [-0.1, 0.1, -0.1]], "homo_lumo_gap_ev": 6.8, "e_homo_ev": -8.69, "charge": 0}